[1]
Formula: C33H65N4O3
Source: the OMol25 dataset
Level of theory: ωB97M-V/def2-TZVPD

The geometry in XYZ format:
```
105
Properties=species:S:1:pos:R:3:lowdin_charge:R:1
C -1.32 6.92 7.42 -0.114
O -2.00 8.17 7.18 -0.221
C -2.88 8.11 6.06 -0.224
C -4.09 7.10 6.37 -0.176
C -5.44 7.52 5.65 -0.203
C -5.90 6.40 4.62 -0.203
C -6.36 5.07 5.39 -0.192
C -5.68 3.75 4.78 -0.174
C -4.87 3.08 5.98 -0.220
C -4.60 1.54 5.79 -0.198
C -3.52 1.14 4.71 -0.190
C -2.42 2.22 4.36 -0.152
C -2.64 2.73 2.88 -0.123
N -1.77 2.10 1.85 -0.058
C -2.16 2.25 0.50 0.025
C -1.14 1.59 -0.28 0.006
N -0.22 1.09 0.66 0.095
C -0.61 1.40 1.94 -0.002
H -1.50 6.20 6.58 0.076
H -1.73 6.48 8.37 0.098
H -0.23 7.15 7.50 0.096
H -2.36 7.78 5.11 0.123
H -3.33 9.14 5.96 0.126
H -4.26 7.14 7.48 0.123
H -3.74 6.08 6.03 0.087
H -5.35 8.50 5.09 0.108
H -6.23 7.67 6.44 0.114
H -6.77 6.76 4.00 0.107
H -5.01 6.22 3.95 0.095
H -6.09 5.18 6.48 0.099
H -7.48 5.03 5.35 0.110
H -6.51 3.11 4.40 0.113
H -4.96 4.11 4.00 0.078
H -3.96 3.68 6.27 0.099
H -5.56 3.16 6.87 0.115
H -5.57 1.08 5.46 0.114
H -4.37 1.04 6.78 0.114
H -2.98 0.23 5.10 0.110
H -4.04 0.78 3.77 0.113
H -2.37 3.11 5.02 0.104
H -1.41 1.71 4.46 0.099
H -2.44 3.84 2.84 0.142
H -3.70 2.59 2.55 0.128
H -3.07 2.77 0.16 0.150
H -1.11 1.52 -1.39 0.120
H 0.62 0.59 0.36 0.172
H -0.08 1.16 2.88 0.165
C 1.90 -2.47 -5.85 -0.039
C 1.13 -1.13 -6.02 -0.483
C 2.03 0.03 -5.55 -0.128
C 2.19 0.07 -4.03 -0.175
C 0.84 0.08 -3.33 -0.148
C -0.11 -1.04 -3.80 -0.484
N -0.17 -1.18 -5.28 -0.055
O -0.94 -0.20 -5.75 -0.014
C 0.30 -2.39 -3.17 -0.035
C -1.50 -0.76 -3.19 -0.055
C 0.92 -1.02 -7.54 -0.040
H 2.64 -2.60 -6.64 0.092
H 2.46 -2.53 -4.92 0.044
H 1.22 -3.32 -5.90 0.097
H 1.61 0.98 -5.88 0.127
H 3.01 -0.05 -6.02 0.130
H 2.80 -0.78 -3.69 0.102
H 2.75 0.97 -3.76 0.114
H 1.00 0.00 -2.25 0.102
H 0.37 1.05 -3.51 0.118
H -0.29 -3.21 -3.59 0.097
H 0.12 -2.39 -2.09 0.080
H 1.35 -2.63 -3.29 0.060
H -1.88 0.23 -3.43 0.074
H -1.46 -0.81 -2.09 0.065
H -2.24 -1.50 -3.52 0.096
H 0.32 -1.86 -7.91 0.094
H 1.88 -1.05 -8.06 0.088
H 0.44 -0.09 -7.84 0.078
C 3.45 -6.68 -1.30 -0.041
C 3.69 -6.35 -2.80 -0.486
C 4.68 -7.36 -3.39 -0.133
C 6.11 -7.16 -2.89 -0.177
C 6.57 -5.72 -3.12 -0.132
C 5.59 -4.66 -2.59 -0.487
N 4.17 -4.94 -2.95 -0.056
O 4.00 -4.59 -4.22 -0.031
C 5.72 -4.54 -1.06 -0.041
C 6.07 -3.28 -3.10 -0.046
C 2.31 -6.55 -3.44 -0.042
H 2.78 -7.53 -1.20 0.086
H 4.36 -6.96 -0.77 0.060
H 2.99 -5.84 -0.78 0.089
H 4.68 -7.30 -4.48 0.127
H 4.36 -8.38 -3.14 0.127
H 6.20 -7.42 -1.83 0.104
H 6.78 -7.84 -3.42 0.117
H 7.55 -5.58 -2.67 0.127
H 6.71 -5.58 -4.20 0.125
H 4.95 -3.88 -0.65 0.088
H 6.69 -4.11 -0.78 0.086
H 5.67 -5.49 -0.54 0.060
H 6.16 -3.25 -4.19 0.079
H 7.06 -3.04 -2.70 0.087
H 5.38 -2.49 -2.79 0.081
H 1.57 -5.87 -3.01 0.083
H 1.96 -7.57 -3.27 0.087
H 2.32 -6.41 -4.52 0.078
```

Energy relative to the best compared isomer or geometry (same formula, charge and spin), kcal/mol: 54.01
M, Da: 565.91
Multiplicity: 3
E_LUMO (spin up / spin down), eV: -3.0141 / -3.0141
Total charge: +1
HOMO level (spin up / spin down), eV: -10.44 / -11.14
Kohn-Sham gap (spin up / spin down), eV: 7.4 / 8.1

[2]
Formula: C37H30CrN12O
Source: the OMol25 dataset
Level of theory: ωB97M-V/def2-TZVPD

The geometry in XYZ format:
```
81
Properties=species:S:1:pos:R:3:lowdin_charge:R:1
Cr -1.30 0.19 -0.01 0.816
C -0.47 3.77 -3.18 -0.048
C -1.14 2.91 -2.32 -0.081
N -0.46 2.09 -1.52 0.062
C 0.87 2.13 -1.57 -0.179
C 1.53 3.03 -2.39 -0.014
N 0.86 3.84 -3.21 0.140
C 1.53 1.21 -0.61 -0.176
C 2.88 0.93 -0.59 0.083
C 3.42 0.15 0.43 -0.079
C 2.55 -0.25 1.46 0.086
C 1.22 0.05 1.36 -0.184
N 0.69 0.70 0.30 0.036
C 0.21 -0.28 2.39 -0.171
C 0.51 -0.67 3.68 0.000
N -0.45 -0.91 4.58 0.159
C -1.72 -0.72 4.21 -0.037
C -2.03 -0.31 2.93 -0.048
N -1.07 -0.11 2.02 0.018
C 4.84 -0.22 0.46 -0.182
C 5.27 -1.34 1.16 -0.004
C 6.62 -1.65 1.17 -0.090
N 7.55 -0.92 0.53 0.108
C 7.12 0.16 -0.15 -0.087
C 5.79 0.54 -0.21 -0.001
H -1.02 4.43 -3.85 0.132
H -2.22 2.88 -2.26 0.129
H 2.62 3.12 -2.40 0.136
H 3.51 1.29 -1.39 0.127
H 2.92 -0.77 2.33 0.129
H 1.53 -0.79 4.02 0.139
H -2.50 -0.90 4.95 0.139
H -3.05 -0.14 2.63 0.116
H 4.57 -2.00 1.68 0.116
H 6.98 -2.52 1.72 0.124
H 7.88 0.74 -0.66 0.124
H 5.52 1.45 -0.74 0.117
C -1.62 5.74 1.36 -0.021
C -2.86 5.42 0.81 -0.029
C -3.18 4.10 0.53 -0.010
C -2.24 3.10 0.80 -0.242
C -1.00 3.42 1.36 -0.032
C -0.70 4.73 1.65 -0.039
N -2.56 1.71 0.53 -0.012
N -3.76 1.45 0.66 0.147
C -4.12 0.12 0.32 -0.298
C -5.44 -0.25 0.44 0.054
C -5.80 -1.53 0.02 0.024
C -4.84 -2.35 -0.54 0.012
C -3.53 -1.90 -0.60 -0.084
N -3.16 -0.70 -0.14 0.012
H -1.38 6.77 1.59 0.129
H -3.58 6.20 0.60 0.128
H -4.14 3.85 0.10 0.120
H -0.31 2.63 1.61 0.096
H 0.25 4.98 2.11 0.124
H -6.15 0.46 0.86 0.146
H -6.83 -1.86 0.10 0.141
H -5.09 -3.32 -0.94 0.137
H -2.75 -2.53 -1.02 0.119
C -1.65 -0.28 -4.62 0.022
C -1.54 -0.13 -3.16 -0.101
N -1.46 0.01 -2.03 0.112
H -0.77 0.17 -5.10 0.107
H -2.54 0.23 -4.98 0.110
H -1.70 -1.33 -4.89 0.106
N 2.22 -6.11 -0.99 0.209
C 1.78 -5.43 0.09 -0.496
O 2.04 -5.67 1.25 0.114
C 0.93 -4.20 -0.16 -0.085
C -0.17 -4.00 0.67 0.051
C -0.84 -2.80 0.61 -0.104
N -0.46 -1.79 -0.21 -0.030
C 0.58 -2.01 -1.04 -0.099
C 1.29 -3.19 -1.05 0.038
H 2.76 -6.95 -0.83 0.135
H 1.88 -5.95 -1.92 0.115
H -0.47 -4.77 1.37 0.148
H -1.67 -2.62 1.27 0.118
H 0.86 -1.20 -1.70 0.113
H 2.14 -3.30 -1.71 0.139
```

Energy relative to the best compared isomer or geometry (same formula, charge and spin), kcal/mol: 9.62
M, Da: 710.73
Multiplicity: 2
E_LUMO (spin up / spin down), eV: -10.0614 / -9.8895
Total charge: +3
HOMO level (spin up / spin down), eV: -16.13 / -16.12
Kohn-Sham gap (spin up / spin down), eV: 6.1 / 6.2

[3]
Formula: C2H9BNOS
Source: the OMol25 dataset
Level of theory: ωB97M-V/def2-TZVPD

The geometry in XYZ format:
```
15
Properties=species:S:1:pos:R:3:lowdin_charge:R:1
C 2.11 -1.08 0.27 -0.184
O 0.77 -1.03 -0.11 -0.234
C 0.25 0.31 -0.12 -0.288
B -1.31 0.33 -0.57 -0.977
N -2.29 -0.35 0.38 -0.030
S -1.81 2.28 -0.65 0.484
H 2.40 -2.12 0.39 0.073
H 2.27 -0.56 1.23 0.076
H 2.77 -0.61 -0.47 0.077
H 0.37 0.72 0.90 0.090
H 0.88 0.93 -0.79 0.081
H -1.44 -0.14 -1.69 0.044
H -2.27 -1.36 0.27 0.015
H -2.11 -0.15 1.36 0.019
H -0.60 2.82 -0.41 -0.245
```

Energy relative to the best compared isomer or geometry (same formula, charge and spin), kcal/mol: 0.00
M, Da: 105.98
E_LUMO, eV: 3.6616
Total charge: -1
HOMO level, eV: -3.66
Kohn-Sham gap, eV: 7.3

[4]
Formula: ClH2Li2O
Source: the OMol25 dataset
Level of theory: ωB97M-V/def2-TZVPD

The geometry in XYZ format:
```
6
Properties=species:S:1:pos:R:3:lowdin_charge:R:1
Li -0.97 0.51 2.13 0.806
Li 3.07 0.72 -0.59 0.757
Cl 1.17 0.66 0.72 -0.405
O -1.17 -0.93 -1.00 -0.074
H -0.31 -0.58 -0.78 -0.088
H -1.78 -0.39 -0.49 0.005
```

Energy relative to the best compared isomer or geometry (same formula, charge and spin), kcal/mol: 5.28
M, Da: 67.35
E_LUMO, eV: -4.5648
Total charge: +1
HOMO level, eV: -14.51
Kohn-Sham gap, eV: 9.9

[5]
Formula: C2H6N6
Source: the OMol25 dataset
Level of theory: ωB97M-V/def2-TZVPD

The geometry in XYZ format:
```
14
Properties=species:S:1:pos:R:3:lowdin_charge:R:1
C -1.92 -1.39 1.54 -0.011
C -1.85 -0.20 1.29 -0.024
N 1.66 1.49 0.48 -0.092
N 1.31 1.44 -0.95 -0.051
N 1.65 0.31 1.14 -0.021
N 0.07 0.69 -1.13 -0.111
N 0.77 -0.51 0.67 -0.118
N 0.08 -0.49 -0.46 -0.074
H -1.94 -2.45 1.57 0.016
H 2.46 2.05 0.47 0.088
H 0.99 2.42 -1.13 0.119
H -1.91 0.86 1.39 0.029
H -0.03 0.40 -2.15 0.144
H 0.59 -1.30 1.23 0.104
```

Energy relative to the best compared isomer or geometry (same formula, charge and spin), kcal/mol: 168.57
M, Da: 114.11
E_LUMO (spin up / spin down), eV: 1.1098 / 1.1100
HOMO level (spin up / spin down), eV: -7.00 / -7.00
Kohn-Sham gap (spin up / spin down), eV: 8.1 / 8.1

[6]
Formula: C24H22N4O2S2Tc
Source: the OMol25 dataset
Level of theory: ωB97M-V/def2-TZVPD

The geometry in XYZ format:
```
55
Properties=species:S:1:pos:R:3:lowdin_charge:R:1
Tc -0.35 0.66 -0.08 1.513
C 4.96 -4.16 -3.79 -0.021
C 3.96 -3.55 -2.86 -0.224
C 3.71 -2.17 -2.87 -0.004
C 2.81 -1.60 -2.00 -0.039
C 2.14 -2.44 -1.10 -0.320
C 2.37 -3.81 -1.06 -0.025
C 3.28 -4.35 -1.94 -0.001
S 1.01 -1.77 0.00 0.703
O 1.50 -0.44 0.49 -0.403
O 0.57 -2.71 0.96 -0.223
N -0.28 -1.11 -0.83 -0.214
C -1.65 -1.44 -0.66 -0.353
C -2.32 -2.64 -0.77 0.039
C -3.70 -2.59 -0.57 0.008
C -4.32 -1.38 -0.27 -0.013
C -3.56 -0.23 -0.15 -0.077
N -2.24 -0.27 -0.34 -0.009
H 5.35 -3.43 -4.50 0.086
H 4.50 -4.98 -4.36 0.098
H 5.79 -4.58 -3.23 0.102
H 4.25 -1.55 -3.57 0.127
H 2.63 -0.54 -2.01 0.114
H 1.85 -4.43 -0.34 0.123
H 3.47 -5.42 -1.92 0.134
H -1.80 -3.55 -1.00 0.137
H -4.28 -3.49 -0.66 0.134
H -5.39 -1.33 -0.13 0.127
H -4.00 0.72 0.09 0.122
N -2.06 3.52 6.16 0.118
C -1.61 2.28 5.91 -0.855
S -1.50 1.06 6.98 0.782
C -1.28 1.98 4.48 -0.210
C -2.17 2.27 3.45 0.024
C -1.88 1.86 2.17 -0.093
N -0.73 1.23 1.87 -0.105
C 0.16 0.99 2.85 -0.064
C -0.09 1.33 4.16 0.010
H -2.31 3.75 7.10 0.119
H -1.97 4.26 5.49 0.119
H -3.11 2.77 3.65 0.135
H -2.56 2.05 1.36 0.105
H 1.08 0.49 2.56 0.110
H 0.62 1.08 4.93 0.127
C 0.20 4.39 -2.71 -0.013
C 1.14 3.83 -1.86 -0.040
C 0.81 2.66 -1.19 -0.111
C -0.46 2.10 -1.36 -0.305
C -1.41 2.66 -2.21 -0.060
C -1.07 3.81 -2.89 -0.034
H 0.44 5.30 -3.24 0.128
H 2.12 4.27 -1.75 0.125
H 1.56 2.18 -0.54 0.109
H -2.38 2.21 -2.35 0.110
H -1.77 4.28 -3.56 0.126
```

Energy relative to the best compared isomer or geometry (same formula, charge and spin), kcal/mol: 0.00
M, Da: 560.60
Multiplicity: 2
E_LUMO (spin up / spin down), eV: -7.6214 / -7.4408
Total charge: +2
HOMO level (spin up / spin down), eV: -13.24 / -13.24
Kohn-Sham gap (spin up / spin down), eV: 5.6 / 5.8

[7]
Formula: C9H9NOS
Source: the OMol25 dataset
Level of theory: ωB97M-V/def2-TZVPD

The geometry in XYZ format:
```
21
Properties=species:S:1:pos:R:3:lowdin_charge:R:1
C 2.78 -0.72 -0.38 -0.120
C 2.33 0.08 -1.42 -0.076
C 1.90 -1.02 0.61 -0.063
C 1.00 0.45 -1.40 -0.013
C 0.51 -0.76 0.62 -0.184
C 0.07 0.10 -0.37 -0.271
C -0.22 -1.13 1.83 -0.045
C -1.47 -0.68 2.14 -0.268
C -1.90 1.39 -1.24 -0.110
N -1.23 0.42 -0.42 -0.144
O -3.38 0.96 1.38 -0.486
S -2.70 -0.27 0.97 1.044
H 3.84 -0.97 -0.45 0.108
H 2.95 0.30 -2.20 0.075
H 2.37 -1.72 1.37 0.131
H 0.46 1.02 -2.21 0.106
H 0.48 -1.52 2.50 0.091
H -1.83 -0.76 3.04 0.010
H -1.00 1.97 -1.64 0.098
H -2.43 1.00 -2.13 0.100
H -2.53 1.87 -0.60 0.017
```

Energy relative to the best compared isomer or geometry (same formula, charge and spin), kcal/mol: 82.68
M, Da: 179.24
E_LUMO, eV: -0.4952
HOMO level, eV: -7.67
Kohn-Sham gap, eV: 7.2

[8]
Formula: H4OSSi
Source: the OMol25 dataset
Level of theory: ωB97M-V/def2-TZVPD

The geometry in XYZ format:
```
7
Properties=species:S:1:pos:R:3:lowdin_charge:R:1
O 1.28 1.20 0.14 -0.262
Si 0.43 -0.05 -0.49 0.519
S -2.06 0.55 0.37 0.150
H 1.97 1.72 -0.29 0.063
H 0.16 -0.05 -1.98 -0.057
H 0.59 -1.35 -0.14 -0.116
H -1.83 1.62 1.16 -0.297
```

Energy relative to the best compared isomer or geometry (same formula, charge and spin), kcal/mol: 32.64
M, Da: 80.18
E_LUMO, eV: 0.0913
SMILES: O[SiH2]S
HOMO level, eV: -8.62
Kohn-Sham gap, eV: 8.7